Record 1
{
  "formula": "C4H9NO3",
  "method": "the ωB97M-V functional and the def2-TZVPD basis",
  "de_lowest_kj_mol": 130.2,
  "homo_lumo_gap_ev": 10.3526,
  "spin_multiplicity": 1,
  "charge": 0,
  "smiles": "CC(=O)NCC=O.O",
  "e_homo_ha": -0.3585,
  "symbols": ["C", "C", "O", "N", "C", "C", "O", "H", "H", "H", "H", "H", "H", "H", "O", "H", "H"],
  "xyz": [[-0.154, 0.682, 1.504], [-0.385, 1.770, 0.479], [-0.617, 2.927, 0.752], [-0.269, 1.388, -0.838], [0.140, 0.121, -1.381], [-0.993, -0.776, -1.829], [-0.920, -1.978, -1.804], [0.528, 1.184, 2.203], [-1.028, 0.403, 2.068], [0.486, -0.098, 1.129], [-0.439, 2.108, -1.519], [0.671, 0.325, -2.305], [0.852, -0.462, -0.794], [-1.900, -0.293, -2.219], [1.621, -2.203, 1.646], [1.643, -2.740, 0.844], [0.765, -2.359, 2.066]],
  "forces_ev_per_angstrom": [[1.54, 1.47, 0.35], [-0.19, -0.32, -0.46], [-0.17, -0.05, 0.19], [0.00, -0.16, -0.02], [-0.02, -0.23, -0.42], [0.08, -0.67, 0.38], [0.05, 0.15, 0.00], [-0.35, -0.05, 0.24], [-0.35, -0.31, -0.17], [-0.50, -0.72, -0.09], [0.04, 0.31, 0.19], [0.26, 0.13, -0.34], [-0.25, 0.21, 0.24], [-0.14, 0.32, -0.02], [-0.05, 0.06, -0.04], [-0.18, 0.00, 0.22], [0.22, -0.11, -0.25]]
}

Record 2
{
  "formula": "C4H9NO3",
  "method": "the ωB97M-V functional and the def2-TZVPD basis",
  "de_lowest_kj_mol": 435.3,
  "homo_lumo_gap_ev": 10.8338,
  "spin_multiplicity": 1,
  "charge": 0,
  "smiles": "CO[C@](C)(O)/C=N/O",
  "e_homo_ha": -0.3666,
  "symbols": ["C", "O", "C", "C", "O", "C", "N", "O", "H", "H", "H", "H", "H", "H", "H", "H", "H"],
  "xyz": [[-0.753, 1.615, 1.438], [-0.565, 0.219, 1.310], [-0.483, -0.537, -0.187], [-0.597, 0.442, -1.324], [-1.592, -1.249, 0.080], [0.794, -1.303, -0.080], [1.783, -0.972, -0.798], [2.901, -1.776, -0.592], [0.095, 2.159, 1.009], [-0.805, 1.848, 2.503], [-1.673, 1.950, 0.946], [0.253, 1.119, -1.353], [-1.534, 0.989, -1.243], [-0.613, -0.133, -2.250], [-1.578, -0.822, 1.122], [0.827, -2.110, 0.649], [3.542, -1.440, -1.231]],
  "forces_ev_per_angstrom": [[0.14, -0.01, -0.33], [0.93, -0.16, -0.98], [-0.02, 1.76, 1.46], [0.08, -0.13, 0.19], [-0.47, -0.13, 1.99], [0.39, -0.01, 0.13], [-0.01, -0.09, -0.19], [-0.28, 0.11, 0.09], [-0.04, 0.00, 0.03], [-0.02, -0.06, -0.09], [0.04, 0.00, 0.08], [0.00, 0.02, -0.04], [0.01, 0.00, 0.03], [0.02, 0.02, -0.02], [-0.66, -1.26, -2.37], [0.04, -0.05, -0.07], [-0.16, 0.01, 0.10]]
}

Record 3
{
  "formula": "C4H9NO3",
  "method": "the ωB97M-V functional and the def2-TZVPD basis",
  "de_lowest_kj_mol": 148.4,
  "homo_lumo_gap_ev": 10.5251,
  "spin_multiplicity": 1,
  "charge": 0,
  "smiles": "NC(=O)O.C=CCO",
  "e_homo_ha": -0.3804,
  "symbols": ["N", "C", "O", "O", "H", "H", "H", "C", "C", "C", "O", "H", "H", "H", "H", "H", "H"],
  "xyz": [[0.225, 2.182, -1.464], [-0.955, 2.691, -0.959], [-1.940, 2.848, -1.621], [-0.898, 3.094, 0.339], [0.132, 1.835, -2.404], [0.834, 1.643, -0.865], [-0.155, 2.669, 0.779], [-1.097, -1.668, -0.314], [0.139, -2.019, -0.012], [0.969, -1.399, 1.066], [1.430, -2.438, 1.927], [-1.611, -2.152, -1.130], [-1.610, -0.888, 0.232], [0.645, -2.791, -0.584], [1.835, -0.892, 0.622], [0.370, -0.667, 1.618], [1.688, -2.050, 2.768]],
  "forces_ev_per_angstrom": [[0.05, -0.11, 0.18], [0.10, 0.02, -0.16], [-0.07, 0.21, 0.05], [-0.13, -0.42, -0.05], [-0.02, -0.13, 0.04], [-0.05, 0.14, -0.13], [0.12, 0.23, 0.07], [0.11, 0.02, -0.04], [0.36, 0.02, -0.04], [-0.09, -0.13, 0.08], [-0.07, 0.04, 0.03], [-0.18, 0.04, -0.04], [-0.13, 0.03, 0.03], [-0.05, -0.08, 0.03], [-0.02, 0.09, -0.02], [0.01, 0.03, -0.01], [0.06, -0.02, -0.02]]
}

Record 4
{
  "formula": "C4H9NO3",
  "method": "the ωB97M-V functional and the def2-TZVPD basis",
  "de_lowest_kj_mol": 593.5,
  "homo_lumo_gap_ev": 9.2194,
  "spin_multiplicity": 1,
  "charge": 0,
  "e_homo_ha": -0.3370,
  "symbols": ["C", "C", "C", "C", "H", "H", "H", "H", "H", "H", "H", "H", "H", "N", "O", "O", "O"],
  "xyz": [[0.988, -0.092, -0.398], [-0.103, 0.953, 0.153], [-1.143, 0.050, 0.011], [-0.105, -1.043, 0.252], [2.317, -0.191, 1.269], [3.136, -0.769, -0.075], [1.157, -0.198, -1.434], [0.307, 1.249, 1.183], [0.418, 2.880, -0.171], [-1.050, 0.006, -1.121], [-3.282, 0.535, -0.502], [-0.055, -1.151, 1.305], [-1.541, -2.416, -0.212], [2.351, -0.063, 0.300], [-0.299, 2.247, -0.522], [-2.510, 0.179, 0.503], [-0.585, -2.176, -0.542]],
  "forces_ev_per_angstrom": [[0.25, -0.91, 4.53], [5.04, 6.62, 1.03], [-2.33, -1.09, -3.14], [-2.78, -1.43, -2.72], [-0.41, -0.26, 1.54], [-2.87, 2.03, 0.81], [-0.39, 0.02, -1.09], [-0.91, -0.77, -0.87], [-1.72, -1.55, -0.91], [-1.54, -0.15, 0.77], [3.95, -1.64, 4.65], [0.87, -1.00, 1.07], [2.81, 0.83, -0.80], [0.97, -1.09, -3.53], [1.81, 0.27, 1.17], [-1.60, 1.04, -4.42], [-1.14, -0.93, 1.91]]
}

Record 5
{
  "formula": "C4H9NO3",
  "method": "the ωB97M-V functional and the def2-TZVPD basis",
  "de_lowest_kj_mol": 700.3,
  "homo_lumo_gap_ev": [6.1124, 7.2187],
  "spin_multiplicity": 1,
  "charge": 0,
  "e_homo_ha": [-0.2155, -0.2470],
  "symbols": ["C", "C", "C", "C", "N", "O", "O", "O", "H", "H", "H", "H", "H", "H", "H", "H", "H"],
  "xyz": [[-0.747, 0.190, -1.569], [1.421, 1.823, 0.840], [-0.398, -1.667, 0.717], [0.174, 0.263, -0.495], [-2.095, 0.678, 0.990], [-2.951, 0.785, 0.154], [0.890, 1.424, -0.458], [0.590, -0.718, 0.373], [-1.629, 0.800, -1.447], [-0.230, 0.428, -2.612], [-1.150, -0.903, -1.801], [0.545, 1.993, 1.515], [2.073, 2.766, 0.572], [2.033, 0.967, 1.201], [-0.758, -2.081, -0.211], [-1.189, -1.196, 1.120], [-0.084, -2.568, 1.294]],
  "forces_ev_per_angstrom": [[-0.09, -3.31, -4.53], [0.74, 0.46, -0.85], [1.63, -2.73, -1.95], [0.53, 1.28, 3.24], [-0.89, 0.34, -1.76], [1.44, -0.03, 1.38], [-0.45, -1.40, 0.28], [0.49, 1.13, -0.80], [-0.42, 0.46, 0.11], [-0.90, 0.00, 2.11], [0.83, 2.22, 0.87], [0.91, 0.17, -0.44], [-1.45, -1.90, 0.95], [-0.22, 0.95, 0.07], [-0.30, -0.44, -0.39], [-2.49, 1.54, 1.83], [0.62, 1.27, -0.13]]
}

Record 6
{
  "formula": "C4H9NO3",
  "method": "the ωB97M-V functional and the def2-TZVPD basis",
  "de_lowest_kj_mol": 123.0,
  "homo_lumo_gap_ev": 10.2666,
  "spin_multiplicity": 1,
  "charge": 0,
  "smiles": "CC(=O)O.CC(N)=O",
  "e_homo_ha": -0.3593,
  "symbols": ["C", "C", "O", "O", "H", "H", "H", "H", "C", "C", "N", "O", "H", "H", "H", "H", "H"],
  "xyz": [[1.220, 0.313, -0.850], [2.495, -0.238, -0.198], [2.853, -1.319, -0.451], [3.277, 0.602, 0.470], [0.912, -0.199, -1.829], [0.481, 0.574, -0.047], [1.717, 1.232, -1.167], [3.916, -0.027, 0.674], [-1.366, -0.894, 1.064], [-2.252, -0.253, -0.015], [-2.484, 1.118, -0.089], [-2.749, -1.096, -0.779], [-1.800, -1.772, 1.446], [-1.076, -0.167, 1.812], [-0.409, -1.052, 0.510], [-2.845, 1.405, -1.021], [-1.892, 1.772, 0.471]],
  "forces_ev_per_angstrom": [[1.15, 1.24, 0.22], [-3.06, 1.39, -1.91], [1.50, -3.83, -0.20], [-2.05, 2.05, 0.00], [0.18, 0.23, 2.13], [0.46, -0.27, -1.32], [-0.89, 0.73, -0.31], [2.91, -1.31, 1.24], [1.47, 2.86, -1.46], [-0.76, -2.26, -0.33], [0.76, -0.43, -0.29], [0.28, 2.25, 0.42], [-0.43, -0.96, 0.35], [-0.17, -0.01, 0.67], [-0.86, -0.67, 0.56], [0.44, -0.05, 1.27], [-0.93, -0.97, -1.03]]
}

Record 7
{
  "formula": "C4H9NO3",
  "method": "the ωB97M-V functional and the def2-TZVPD basis",
  "de_lowest_kj_mol": 57.3,
  "homo_lumo_gap_ev": 10.7220,
  "spin_multiplicity": 1,
  "charge": 0,
  "smiles": "C[C@@H](O)CNC(=O)O",
  "e_homo_ha": -0.3670,
  "symbols": ["C", "C", "O", "C", "N", "C", "O", "O", "H", "H", "H", "H", "H", "H", "H", "H", "H"],
  "xyz": [[0.468, -1.481, 1.987], [0.505, -0.284, 1.100], [1.804, -0.211, 0.491], [-0.617, -0.138, 0.070], [-0.206, 0.910, -0.864], [-1.036, 1.323, -1.841], [-2.217, 1.185, -2.072], [-0.259, 1.969, -2.760], [-0.533, -1.673, 2.367], [1.158, -1.421, 2.833], [0.779, -2.403, 1.507], [0.512, 0.741, 1.617], [1.925, -0.951, -0.119], [-0.748, -1.056, -0.509], [-1.578, 0.102, 0.512], [0.795, 1.042, -0.827], [-0.752, 2.345, -3.493]],
  "forces_ev_per_angstrom": [[-0.40, -0.55, 0.99], [0.63, 2.28, 0.14], [0.01, -0.01, -0.58], [0.38, -0.22, -0.76], [-1.12, -0.92, 1.58], [0.73, 0.85, -2.28], [0.14, -0.60, 1.38], [1.12, 0.44, 0.05], [-0.13, 0.08, 0.17], [-0.17, 0.44, -0.06], [-0.05, -0.04, -0.68], [-0.24, -1.65, 0.04], [-0.04, -0.09, 0.12], [-0.05, -0.32, 0.13], [-0.03, 0.04, 0.30], [-0.17, 0.44, -0.79], [-0.59, -0.18, 0.22]]
}

Record 8
{
  "formula": "C4H9NO3P",
  "method": "the ωB97M-V functional and the def2-TZVPD basis",
  "de_lowest_kj_mol": 291.6,
  "homo_lumo_gap_ev": 8.8638,
  "spin_multiplicity": 1,
  "charge": -1,
  "e_homo_ha": -0.1830,
  "symbols": ["C", "C", "C", "C", "N", "O", "O", "O", "P", "H", "H", "H", "H", "H", "H", "H", "H", "H"],
  "xyz": [[0.958, -0.232, 1.420], [1.336, 0.240, 0.087], [0.027, -0.406, 0.298], [1.303, 1.684, -0.400], [0.006, -2.381, -0.426], [-1.912, 1.667, 0.481], [-1.761, 0.131, -1.545], [-2.663, -0.739, 0.631], [-1.716, 0.257, 0.099], [1.664, -1.107, 1.849], [0.656, 0.350, 2.328], [2.071, -0.410, -0.245], [2.311, 2.020, -0.634], [0.701, 2.431, 0.330], [0.709, 1.744, -1.309], [-0.805, -2.511, 0.197], [-2.447, -0.383, -1.861], [-0.437, -2.355, -1.301]],
  "forces_ev_per_angstrom": [[1.09, -2.02, 4.10], [-1.53, 2.24, -0.34], [-0.68, -3.36, -1.48], [-1.18, 1.18, 1.34], [0.44, 2.99, 3.69], [1.02, 0.81, 0.18], [2.50, 1.97, 0.59], [-0.34, -1.21, 0.46], [-0.05, -0.64, -0.73], [-1.94, 1.64, -1.33], [0.10, 0.01, -1.29], [1.35, -0.81, -1.32], [0.06, 0.39, 0.22], [1.66, -1.84, -1.40], [0.05, -0.10, -0.23], [0.33, -0.30, -0.12], [-2.17, -1.68, -0.57], [-0.72, 0.70, -1.76]]
}

Record 9
{
  "formula": "C4H9NO4",
  "method": "the ωB97M-V functional and the def2-TZVPD basis",
  "de_lowest_kj_mol": 714.6,
  "homo_lumo_gap_ev": 8.2723,
  "spin_multiplicity": 1,
  "charge": 0,
  "smiles": "C/C(O)=C\\O.[H]/N=C/OO",
  "e_homo_ha": -0.3070,
  "symbols": ["C", "C", "O", "C", "O", "H", "H", "H", "H", "H", "H", "H", "N", "C", "O", "O", "H", "H"],
  "xyz": [[1.533, 1.394, -0.617], [0.486, 0.296, -0.580], [-0.464, 0.502, -1.570], [0.951, -1.016, -0.480], [2.092, -1.293, 0.157], [2.212, 1.255, -1.460], [1.031, 2.345, -0.787], [2.141, 1.423, 0.288], [-1.332, 0.331, -1.133], [0.325, -1.869, -0.703], [2.715, -1.779, -0.400], [-2.457, 1.271, 1.723], [-2.074, 0.718, 0.970], [-0.991, 0.057, 1.250], [-1.084, -1.368, 1.034], [-2.087, -1.638, 0.045], [-0.365, 0.178, 2.136], [-2.631, -0.808, 0.126]],
  "forces_ev_per_angstrom": [[-0.29, 0.21, 0.66], [2.90, -2.01, -2.21], [-1.85, -0.21, 1.14], [-1.41, 2.05, -0.02], [1.16, 0.14, 0.67], [-0.06, -0.16, -0.06], [0.02, 0.08, 0.25], [-0.08, 0.11, -0.01], [0.55, 0.43, -0.85], [-0.06, 0.02, -0.51], [-0.30, -0.15, 0.10], [0.71, 1.00, -0.31], [1.39, -1.56, -0.18], [-3.28, -1.66, 1.55], [-0.01, 1.51, -0.24], [0.25, 0.24, 0.23], [0.35, 0.17, -0.46], [0.00, -0.23, 0.23]]
}

Record 10
{
  "formula": "C4H9NO4S2",
  "method": "the ωB97M-V functional and the def2-TZVPD basis",
  "de_lowest_kj_mol": 294.5,
  "homo_lumo_gap_ev": 10.6168,
  "spin_multiplicity": 1,
  "charge": 0,
  "smiles": "[H]/N=C/C(S(C)(=O)=O)S(C)(=O)=O",
  "e_homo_ha": -0.3811,
  "symbols": ["H", "N", "C", "C", "S", "C", "O", "O", "S", "C", "O", "O", "H", "H", "H", "H", "H", "H", "H", "H"],
  "xyz": [[2.769, 1.454, -0.933], [1.853, 1.411, -0.434], [1.217, 0.354, -0.622], [0.068, 0.012, 0.285], [-1.525, 1.033, 0.019], [-0.895, 2.705, 0.318], [-1.855, 0.889, -1.371], [-2.456, 0.740, 1.084], [-0.498, -1.718, -0.340], [0.823, -2.801, 0.490], [-0.241, -1.764, -1.733], [-1.777, -2.029, 0.217], [1.523, -0.607, -1.235], [0.281, 0.039, 1.275], [0.150, 2.471, 0.266], [-1.220, 3.390, -0.484], [-1.332, 2.956, 1.285], [1.277, -3.440, -0.208], [1.522, -1.934, 0.754], [0.317, -3.162, 1.364]],
  "forces_ev_per_angstrom": [[-1.12, -0.06, 0.14], [1.58, 0.73, -0.43], [0.68, -2.77, -0.02], [-3.00, -0.78, -4.43], [0.27, 0.86, 0.39], [-1.22, -0.89, -0.46], [-0.07, -0.26, 0.18], [0.54, -0.23, -0.60], [1.23, -0.78, 2.41], [-0.85, 4.40, 0.27], [-0.01, 0.09, -1.29], [-0.02, 0.09, -0.06], [-0.18, 2.39, 0.59], [0.65, -0.11, 3.06], [0.82, 0.93, 0.38], [0.17, -0.50, 0.36], [0.54, 0.21, -0.06], [0.27, -1.06, -0.74], [-0.43, -1.65, -0.01], [0.16, -0.62, 0.32]]
}